Entry 1:
Entry from OMol25: 9 unconnected molecules or ions with the total composition C26H55BCl2N11O18S2 in a non-equilibrium geometry (ωB97M-V with the def2-TZVPD basis set).

The geometry in ORCA input format:
```
! RIJCOSX wB97M-V def2-TZVPD def2/J DEFGRID3
* xyz -1 1
C -2.655 2.949 -1.523
C -1.155 3.244 -1.088
O -1.005 3.680 0.096
N 0.043 3.128 -1.907
C -0.220 3.910 -3.146
B 0.498 1.686 -2.170
C -0.375 0.966 -3.355
C 0.193 1.018 -4.847
C 0.008 -0.427 -5.574
S 1.305 -0.619 -6.916
C 0.295 0.735 -0.813
C 1.083 1.301 0.479
C 2.507 0.630 0.733
C 2.480 -0.941 1.020
C 4.029 -1.437 0.963
C 4.177 -3.013 0.753
C 3.645 -3.750 2.075
S 2.507 -5.141 1.616
C 1.241 -4.592 0.418
N 0.026 -3.898 0.640
N -0.639 -3.708 -0.519
C 0.174 -4.286 -1.539
O 1.343 -4.817 -0.974
C 2.126 1.758 -2.400
Cl 2.988 3.365 -2.049
C 2.990 0.725 -2.807
C 4.579 0.933 -2.985
Cl 2.364 -0.944 -3.139
H -2.933 3.300 -2.567
H -3.370 3.481 -0.796
H -2.948 1.825 -1.456
H -0.136 5.022 -2.880
H 0.659 3.706 -3.862
H -1.178 3.643 -3.700
H -0.451 -0.153 -3.072
H -1.474 1.312 -3.413
H -0.502 1.720 -5.444
H 1.240 1.426 -4.985
H 0.022 -1.290 -4.833
H -0.996 -0.394 -6.111
H 1.628 -1.981 -6.856
H -0.823 0.543 -0.592
H 0.724 -0.324 -0.977
H 0.433 1.087 1.403
H 1.247 2.434 0.450
H 3.283 0.816 -0.077
H 2.933 1.123 1.687
H 2.150 -1.134 2.103
H 1.913 -1.561 0.257
H 4.506 -0.944 0.036
H 4.629 -1.025 1.852
H 3.731 -3.389 -0.220
H 5.310 -3.222 0.682
H 4.538 -4.172 2.660
H 3.155 -2.987 2.764
H -0.173 -4.271 -2.618
H 4.975 0.003 -3.539
H 4.808 1.823 -3.649
H 5.109 1.006 -1.978
C -2.169 -3.952 3.506
N -2.054 -3.683 4.963
O -1.010 -3.193 5.360
O -3.013 -3.972 5.656
H -1.245 -3.646 3.018
H -2.334 -5.021 3.382
H -3.012 -3.375 3.130
C 1.525 -1.914 6.592
N 2.835 -1.303 6.244
O 3.042 -1.052 5.070
O 3.609 -1.099 7.164
H 0.942 -2.038 5.683
H 1.725 -2.879 7.056
H 1.021 -1.241 7.283
C -2.507 6.835 0.944
N -3.276 7.269 -0.251
O -3.143 8.426 -0.617
O -3.989 6.435 -0.781
H -1.921 7.677 1.308
H -3.224 6.510 1.696
H -1.855 6.015 0.637
C -6.426 8.092 3.533
N -5.288 7.154 3.710
O -5.343 6.089 3.120
O -4.380 7.521 4.434
H -7.156 7.636 2.867
H -6.860 8.271 4.516
H -6.031 9.011 3.102
C 4.986 -8.161 1.451
N 5.992 -7.071 1.529
O 6.225 -6.600 2.627
O 6.512 -6.725 0.481
H 4.609 -8.363 2.452
H 4.184 -7.822 0.798
H 5.484 -9.040 1.043
C -5.916 1.016 0.715
N -4.759 0.433 -0.010
O -3.826 0.028 0.659
O -4.832 0.404 -1.232
H -5.716 0.977 1.784
H -6.027 2.051 0.379
H -6.795 0.422 0.465
C 5.807 -6.221 -2.432
N 6.429 -6.381 -3.773
O 5.802 -7.007 -4.611
O 7.523 -5.872 -3.936
H 4.841 -6.722 -2.432
H 6.476 -6.674 -1.704
H 5.688 -5.154 -2.250
C -8.742 4.412 -0.879
N -7.618 3.456 -0.706
O -7.686 2.398 -1.305
O -6.706 3.808 0.027
H -9.475 3.972 -1.552
H -9.177 4.589 0.103
H -8.332 5.328 -1.301
*
```

---

Entry 2:
Entry from OMol25: a molecular structure, C26H55CaCl2LiN6O12S in a non-equilibrium geometry (ωB97M-V with the def2-TZVPD basis set).

The geometry in ORCA input format:
```
! RIJCOSX wB97M-V def2-TZVPD def2/J DEFGRID3
* xyz -2 1
N 0.547 1.803 0.731
C 1.795 2.569 0.441
C 1.730 3.090 -1.002
O 2.167 4.429 -1.119
C 2.362 2.136 -2.023
N 3.651 1.543 -1.709
N 4.179 0.855 -2.845
C 4.641 2.560 -1.358
O 5.225 3.133 -2.234
O 4.929 2.847 -0.070
H 0.470 1.024 0.078
H -0.262 2.400 0.586
H 2.640 1.923 0.641
H 1.770 3.400 1.149
H 0.660 3.127 -1.259
H 2.815 4.585 -0.403
H 2.360 2.616 -3.008
H 1.652 1.289 -2.090
H 3.806 1.221 -3.707
H 4.021 -0.186 -2.776
H 5.499 2.164 0.303
Cl 3.341 -1.472 -4.102
Li -0.440 0.793 -1.614
O 4.545 4.537 4.065
S 3.496 5.272 3.278
O 2.138 4.765 3.704
O 3.678 5.008 1.825
O 3.596 6.721 3.551
C -1.196 -3.977 -1.496
O -1.539 -3.163 -0.369
C -2.072 -3.826 0.647
O -2.287 -5.011 0.695
O -2.336 -2.948 1.619
C -2.919 -3.524 2.784
H -0.772 -3.320 -2.250
H -0.449 -4.718 -1.218
H -2.079 -4.465 -1.905
H -2.247 -4.254 3.231
H -3.876 -3.987 2.548
H -3.081 -2.710 3.485
C -2.996 -1.554 -6.346
C -3.972 -0.999 -5.312
C -3.510 0.312 -4.673
C -2.254 0.129 -3.977
N -1.262 -0.017 -3.410
H -2.030 -1.801 -5.898
H -3.389 -2.469 -6.792
H -2.825 -0.835 -7.149
H -4.129 -1.745 -4.530
H -4.937 -0.824 -5.787
H -4.282 0.660 -3.937
H -3.381 1.088 -5.429
C -7.572 -3.759 -6.483
C -8.737 -2.791 -6.650
C -8.664 -1.990 -7.956
C -7.441 -1.188 -7.998
N -6.485 -0.556 -8.031
H -6.620 -3.231 -6.433
H -7.678 -4.327 -5.559
H -7.528 -4.469 -7.313
H -8.757 -2.104 -5.802
H -9.676 -3.348 -6.633
H -9.520 -1.320 -8.038
H -8.673 -2.659 -8.818
Ca 3.940 -1.855 -1.339
Cl -6.058 1.335 -3.086
C 0.799 1.334 4.159
C 1.662 0.405 5.007
C 1.177 0.273 6.452
C 1.254 1.511 7.327
N 2.617 2.127 7.528
C 2.663 2.758 8.898
C 3.045 1.624 9.827
C 4.085 0.844 9.019
C 3.777 1.160 7.548
C 2.842 3.196 6.497
H 0.779 2.354 4.549
H 1.182 1.388 3.144
H -0.228 0.963 4.109
H 2.703 0.732 4.963
H 1.644 -0.593 4.560
H 1.696 -0.558 6.943
H 0.126 -0.031 6.438
H 0.870 1.252 8.314
H 0.615 2.303 6.940
H 3.434 3.526 8.875
H 1.697 3.210 9.112
H 2.182 0.994 10.049
H 3.437 1.982 10.777
H 4.041 -0.224 9.227
H 5.095 1.173 9.262
H 3.549 0.279 6.963
H 4.617 1.665 7.079
H 2.041 3.928 6.558
H 2.861 2.747 5.509
H 3.797 3.681 6.680
O 2.030 -3.466 -5.411
C 2.633 -3.799 -6.444
C 1.410 -4.695 -7.502
O 2.032 -5.035 -8.524
H 3.471 -4.513 -6.356
H 3.007 -3.005 -7.112
H 0.600 -3.947 -7.583
H 1.039 -5.475 -6.812
*
```

---

| no. | frontier orbital gap (hartree) | E_HOMO (eV) |
| --- | --- | --- |
| 1 | 0.2209 | -4.80 |
| 2 | 0.0829 | -0.71 |